The following is a quantum chemistry calculation of a molecular structure, C66H63IN4O19PS, from the Open Molecules 2025 dataset.

Results
E_LUMO: -0.135 hartree
DFT total energy: -142533.66846 eV
Charge: +1
Highest occupied orbital energy: -11.35 eV
HOMO-LUMO gap: 7.68 eV

The geometry in XYZ format:
```
155
Properties=species:S:1:pos:R:3:forces:R:3:mulliken_charge:R:1
H 4.52947 -0.23407 7.67513 0.0 0.0 0.0 0.44
C -4.42679 2.46057 -3.35939 0.0 0.0 0.0 -0.60
O -1.18256 3.86636 -3.67959 0.0 0.0 0.0 -0.59
H 2.51738 -2.55909 -2.10017 -0.1 0.2 0.0 -0.11
H 6.10940 3.34168 4.30915 0.0 0.0 0.0 0.41
C 2.64191 -4.13921 -0.68165 -0.2 0.3 0.4 -0.03
H 5.25636 1.43513 2.96126 -0.2 -0.1 0.0 0.29
C -5.58410 6.34512 1.14981 0.0 0.1 -0.1 0.59
C 3.13738 -2.56232 1.84783 0.2 0.3 0.3 -0.63
H 4.41423 -1.64151 -2.89343 0.4 0.0 0.0 0.38
C 3.88515 -4.17276 -5.88954 -0.1 0.0 0.0 0.33
H 3.94490 -2.64449 1.12575 -0.1 0.0 -0.1 0.09
C 4.15365 -0.89467 -0.86654 0.1 0.4 -0.8 -1.03
H 0.21315 -1.01656 4.00928 0.4 -0.2 0.3 0.28
C 2.66720 -1.37506 7.51055 0.0 0.0 0.1 0.34
H -3.68901 4.19517 -4.32117 0.0 0.0 0.0 0.49
H 4.36358 -0.78945 4.87376 0.3 -0.1 0.1 0.68
O 3.04626 -0.15952 -2.91722 0.0 -0.1 0.1 -0.39
C -5.10480 6.07898 -1.66993 0.0 0.1 0.0 0.43
H 0.99257 -3.13582 -1.51985 0.0 0.0 0.0 0.64
H 0.93372 -2.70336 7.63540 0.0 0.0 0.0 0.46
C 2.91144 -4.68749 -4.89539 0.0 0.0 0.0 -0.37
C 4.46046 -1.76405 9.13758 0.0 0.0 0.0 -0.43
C 1.82809 -1.68580 -0.23162 -0.7 0.3 -0.7 0.78
C -10.18061 5.02441 1.61699 0.0 0.0 0.0 -0.53
S 0.27512 -0.80648 -0.78592 -0.1 0.2 -0.2 -0.12
C -3.89595 -5.27559 4.91004 0.0 0.0 0.0 -0.46
C -3.47749 3.31558 -3.72958 0.0 0.0 0.0 -0.49
C -2.64885 -3.60878 -5.33661 0.0 0.0 0.0 0.30
C -5.72499 5.03327 0.46302 0.0 0.0 0.0 -0.41
H -6.01591 4.19390 1.08324 0.0 0.0 0.0 0.52
H -4.19802 -3.41481 -3.79767 0.0 0.0 0.0 0.48
C 3.68688 -2.89259 9.72229 0.0 0.0 0.0 0.28
C 3.85872 -4.52675 -0.98832 0.6 -0.2 -0.3 -1.00
H 0.11062 1.98855 4.42413 0.1 0.0 0.1 0.38
H -5.60618 3.96547 -1.35973 0.0 0.0 0.0 0.37
C -2.69862 1.04950 -2.16167 0.1 0.0 0.1 -0.14
C 2.48018 3.90855 2.05548 0.1 -0.2 -0.1 -1.42
O 4.29129 2.18479 -5.41614 0.1 -0.1 0.2 -0.58
C -2.74971 -0.74382 -5.44914 0.0 0.0 -0.1 0.58
C 4.82248 2.42985 2.84630 0.4 0.5 -0.3 -0.45
O -5.57183 -3.80931 5.67286 0.0 0.0 0.0 -0.52
C -5.50487 4.91052 -0.84253 0.0 0.0 0.0 -0.31
H -0.37581 0.70745 5.58108 0.2 0.1 0.1 0.46
H 1.64904 0.01395 4.30297 0.0 -0.1 0.0 0.11
H 4.50334 -3.92109 -1.61571 0.0 -0.1 -0.1 0.20
H 4.59219 2.76554 4.98502 -0.1 0.1 0.1 0.31
H 5.41902 -1.55527 9.59504 0.0 0.0 0.0 0.41
C -4.11254 1.26552 -2.54762 -0.1 0.1 0.0 0.23
C -9.43353 6.95014 0.29240 0.0 0.0 0.0 0.48
C 5.05354 -0.01301 -5.71453 -0.1 -0.1 0.1 -0.07
H 2.06361 -4.77845 -0.02237 -0.2 0.0 0.0 0.45
H -4.41200 -6.10744 5.37211 0.0 0.0 0.0 0.42
C -1.66120 0.94273 3.94997 0.0 0.2 0.1 0.29
H -1.11939 -3.42702 -6.89429 0.0 0.0 0.0 0.47
C -2.71289 -2.92903 3.77359 0.0 0.0 0.0 -0.03
C -9.18622 5.80037 1.19618 0.0 -0.1 0.0 0.04
C 2.36500 -3.20242 9.11650 0.0 0.0 0.0 -0.41
C 2.63633 0.17949 0.75757 0.2 0.2 0.0 -0.56
H 1.81994 -4.02666 9.55830 0.0 0.0 0.0 0.41
H -1.20574 -0.93217 -6.99153 0.0 0.0 0.0 0.46
H -0.15448 -0.23760 1.88116 0.1 -0.1 -0.2 -0.16
C 1.99883 -2.87803 -1.19601 0.2 -0.4 0.3 -0.39
C 7.24770 1.17426 -7.10836 0.0 0.0 0.0 -0.42
C -2.05844 3.09849 -3.34962 0.0 0.0 0.0 0.16
H -2.49758 0.16376 -1.56919 0.0 0.0 0.0 0.51
O -1.81315 1.72920 2.83227 0.8 0.0 -0.3 -0.43
H 0.73902 -2.70311 2.78557 -0.1 -0.3 0.0 0.38
H 0.51334 -3.41347 1.31785 -0.1 -0.1 0.2 0.42
H 4.26598 -5.46465 -0.63910 0.0 0.0 0.1 0.36
O -5.79012 6.45253 2.33938 0.0 0.0 0.0 -0.60
H -8.15915 5.63604 1.49019 0.0 0.0 0.1 0.24
N 3.13269 1.41001 0.91127 0.1 0.4 -0.1 -0.17
C -1.78188 -2.84125 -6.26946 0.0 0.0 0.0 -0.41
H -4.28122 -0.92284 -3.89804 0.0 -0.1 0.0 0.34
O -12.48970 4.57005 1.57745 0.0 0.0 0.0 -0.54
C 4.26826 -0.67870 -2.39912 -0.8 0.3 -0.3 -1.10
H 2.12567 -6.38744 -3.90014 0.0 0.0 0.0 0.48
H 2.89796 -3.57699 2.16281 -0.1 -0.1 -0.2 0.58
N 1.91720 -0.43916 1.71681 -0.8 0.1 -1.1 0.79
H 4.18442 -0.37289 -5.17787 0.0 -0.1 -0.1 0.72
O -2.57361 0.33304 4.41565 -0.3 -0.5 -0.1 -0.53
C -10.83384 7.20437 -0.12768 0.0 0.0 0.0 -0.43
C 4.18256 -1.34069 3.98347 -1.0 -0.1 -0.7 0.65
C 3.98522 -1.06181 8.11326 0.0 0.0 0.0 -0.23
H 1.39258 3.89578 2.01686 0.0 0.1 -0.1 0.33
C 5.04057 3.25356 4.12040 0.2 -0.2 -0.1 -1.29
N 2.80807 -0.57764 -0.37143 0.6 -0.7 1.2 0.15
H 5.35086 2.90361 2.01254 0.0 0.0 0.0 0.39
O -2.59490 -4.81784 -5.28377 0.0 0.0 0.0 -0.57
H -5.09379 8.45480 0.84061 0.0 0.0 0.0 0.44
C 3.66830 -1.85578 3.01999 0.5 0.0 0.5 -1.75
C 5.14531 1.45345 -5.88345 0.0 0.0 0.0 0.24
C 0.66393 -0.03442 3.85011 -0.5 0.0 -0.4 -0.13
C -5.18692 7.50952 0.32227 0.0 0.0 0.0 -0.45
H -10.98865 8.04873 -0.78717 0.0 0.0 0.0 0.42
C 7.15746 -0.30165 -6.93035 0.0 0.1 0.0 0.07
H -2.19627 -2.09576 3.31563 0.0 0.0 0.0 0.32
H 5.07399 0.01187 -2.64044 0.3 -0.2 0.1 0.70
C -3.85111 -2.77484 4.44260 0.0 0.0 0.0 -0.33
O -8.52341 7.65755 -0.08845 0.1 -0.1 0.0 -0.50
O -4.97579 0.47844 -2.20858 0.0 0.0 0.0 -0.66
H 3.21235 0.63852 -3.43091 0.0 0.0 0.0 0.28
C -3.61826 -1.50802 -4.52021 0.0 0.0 0.0 -0.17
I 4.06771 2.37747 -0.66033 -0.2 0.0 -0.1 0.16
H 2.28037 -3.94673 -4.41845 0.0 0.0 0.0 0.59
C -2.07886 -4.25862 3.62445 0.0 0.1 0.0 0.27
C -0.27137 0.97174 4.53168 -0.1 0.2 0.0 -0.60
O 3.63826 -8.15295 -5.04284 0.0 0.0 0.0 -0.54
C -3.57453 -2.83661 -4.46785 0.1 0.0 0.0 -0.53
O 4.11793 -3.53099 10.65349 0.0 0.0 0.0 -0.52
H 4.86986 -0.25962 -0.35243 0.0 -0.1 0.1 0.93
H -0.62034 -1.43120 -0.00996 0.1 -0.3 0.1 0.21
C 6.31471 1.98937 -6.62107 0.0 0.0 0.0 -0.48
O 2.23505 -0.73573 6.57045 0.1 0.0 0.0 -0.37
O 3.95846 -2.98294 -6.12914 -0.1 -0.1 0.1 -0.54
P 3.05388 2.24107 2.47892 0.0 -0.6 0.8 0.62
H 4.41230 -1.92751 -0.65124 -0.1 0.0 0.2 -0.08
H -10.02443 4.18055 2.27689 0.0 0.0 0.0 0.44
C 1.89344 -2.49736 8.09210 0.0 0.0 0.0 -0.40
H -4.32469 -1.80945 4.56777 0.0 0.0 0.0 0.51
O -4.89521 5.97330 -2.86018 -0.1 -0.1 0.0 -0.56
O -2.79047 0.46852 -5.49133 0.0 0.0 0.1 -0.53
H -2.10522 1.19345 2.08499 -0.6 0.1 0.1 0.27
H 6.36097 3.06493 -6.73516 0.0 0.0 0.0 0.44
C 0.73759 0.18320 2.33791 -0.2 0.2 0.8 -1.36
H -2.26989 -6.38216 4.11813 0.0 0.0 0.0 0.44
O 8.00785 -1.04181 -7.37090 0.0 0.0 0.0 -0.53
C 4.68206 -6.45314 -6.29616 0.0 0.0 0.0 -0.42
C -11.83046 6.42988 0.29197 0.0 0.0 0.0 -0.40
H 8.11150 1.53717 -7.65054 0.0 0.0 0.0 0.43
C -2.75490 -5.42226 4.24204 0.0 0.0 0.0 -0.44
H 5.46422 -4.75215 -7.29100 0.0 0.0 0.0 0.48
O -1.02867 -4.38149 3.01890 0.0 -0.2 0.1 -0.49
H -5.46575 2.59576 -3.63321 0.0 0.0 0.0 0.49
C 5.98412 -0.83265 -6.18892 0.3 0.2 0.0 -0.22
C 2.82780 -5.98560 -4.61973 0.0 0.0 0.0 -0.30
C -1.82758 -1.51294 -6.32200 0.0 0.0 0.0 -0.44
C 4.76306 -5.15365 -6.56997 0.0 0.0 0.0 -0.40
H 0.71237 1.24786 2.12228 0.2 0.0 -0.2 1.20
C -11.58390 5.27725 1.19741 0.0 0.0 0.0 0.31
C 1.82877 -1.87800 1.28272 0.4 -0.5 0.8 -0.86
H -0.70321 1.74978 -2.26809 0.0 0.0 0.0 0.51
H 2.77675 4.54002 2.89309 0.0 0.1 0.0 0.46
H 5.93415 -1.90236 -6.06467 0.0 0.0 -0.1 0.43
H -12.85977 6.59487 0.00043 0.0 0.0 0.0 0.41
N 0.65994 -2.53298 1.79218 0.0 0.8 -0.4 0.24
C -4.53603 -3.94022 5.06392 0.0 0.0 0.0 0.28
H 4.65615 4.26568 4.01701 -0.1 0.0 0.1 0.33
C 3.71008 -6.97348 -5.29833 0.0 0.0 0.0 0.24
C -1.74365 1.89417 -2.53394 0.0 0.0 0.0 0.13
H 2.89880 4.31170 1.13496 0.0 0.1 0.0 0.38
H -4.67880 8.22201 -1.60668 0.0 0.0 0.0 0.44
H 5.31172 -7.19042 -6.77737 0.0 0.0 0.0 0.43
C -4.96605 7.38566 -0.98276 0.0 0.0 0.0 -0.41
```
Positions in Å, forces in eV/Å.